[1]
58
Properties=species:S:1:pos:R:3:forces:R:3 method="wB97M-V/def2-TZVPD" spin_multiplicity=6 s_squared=8.77 e_above_lowest_ev=0.0000 lumo_ev="-4.3 / -6.5" total_charge=+1 energy_ev=-62452.0928 e_homo_ev="-11.94 / -11.94" homo_lumo_gap_ev="7.594 / 5.475"
Fe 0.43118 -2.44310 0.29779 1.0514 4.9444 2.9708
F -0.04734 -0.62087 -0.44005 0.3271 -2.5310 0.5478
O -2.51817 1.33288 0.23651 -1.2379 -1.6433 0.2137
O -1.46301 -2.85722 0.96603 2.1860 -0.5694 0.0301
O 2.43862 -2.35767 -0.37228 -0.7298 -0.5990 -0.0034
O 0.92721 1.44581 -1.89065 0.1970 -0.1600 -0.2508
O 1.04555 -1.68007 2.07463 -1.0409 -1.5462 -1.8888
C -3.14907 3.57862 0.95522 0.3548 -0.3788 -0.4118
C -2.04018 2.55767 0.64358 1.5011 2.4138 0.2934
C 1.04577 1.04949 -4.31999 -0.0738 0.4472 -0.1485
C 0.21721 1.52800 -3.12874 0.5418 -0.5445 -0.2482
C 3.17490 -1.14161 -0.64192 1.6735 1.2166 -0.7731
C -2.65611 -2.23398 0.55942 -3.0496 0.6498 -0.5052
C 1.88321 -0.98061 2.97877 -0.9752 0.7542 0.7517
C -1.01350 2.43243 1.80397 -0.5797 -0.4575 -0.1247
C -0.28568 2.93219 -3.26891 -1.3294 0.3611 -0.3936
C 1.16118 -0.26389 4.19181 -0.0696 -0.5588 -0.7700
C -3.25632 -1.45482 1.75134 1.0056 0.3741 -0.2748
C -3.56310 -3.32936 0.01452 -0.1803 0.0295 0.1074
C 3.43922 -1.06700 -2.17420 -0.5419 -0.1258 0.8725
C 4.51024 -1.23565 0.10395 0.1782 -0.5990 0.4848
H 2.59950 -0.30802 -0.23924 -0.2288 -0.1221 -0.3524
H -1.51395 2.94201 -0.23018 0.3422 0.4365 0.0168
H -0.36278 3.28308 2.00662 -0.2153 0.2194 -0.4072
H 0.39380 0.44139 3.87274 0.2235 0.0991 -0.2115
H 4.08907 -1.88431 -2.48694 0.2009 -0.1432 0.1935
H 0.39050 1.02421 -5.19067 0.0352 0.1569 -0.1595
H -1.05302 3.01994 -4.03806 0.2156 -0.2164 -0.5406
H -0.59247 0.79950 -3.08636 -0.5814 0.2361 0.2006
H 2.36739 -0.17691 2.42402 0.3073 -0.1121 -0.1311
H 4.38381 -1.45308 1.16454 -0.2727 0.4660 0.1582
H -1.55249 2.23128 2.72978 -0.0860 -0.1172 0.1309
H 1.43544 0.03595 -4.22513 0.0181 0.0513 0.3168
H 0.67825 -0.92591 4.91056 0.1610 -0.3666 -0.2267
H -3.42701 3.59003 2.00913 -0.2894 -0.2032 -0.1039
H 2.60489 -1.65647 3.43756 0.1762 -0.2222 -0.3930
H -2.47035 -1.54305 -0.26290 0.5439 0.0778 0.2402
H -3.87468 -4.00512 0.81098 -0.1230 -0.0017 0.0909
H 2.50876 -1.20136 -2.72584 0.0048 0.4188 0.0042
H -1.66286 -3.22857 1.82845 0.4307 -0.2759 0.4184
H 1.86543 1.73971 -4.51964 0.1104 -0.0646 -0.0465
H -4.45065 -2.89358 -0.44424 -0.0058 -0.0333 0.0760
H -0.88754 3.20137 -2.40092 0.5277 0.1505 0.3870
H -4.16577 -0.91634 1.48481 0.0523 -0.2326 -0.0534
H 5.18483 -0.38813 -0.01740 -0.4539 0.2611 -0.0524
H -1.76964 0.83144 -0.09493 0.2067 -0.1533 -0.0793
H -3.05569 -3.93605 -0.73552 0.0745 0.1195 -0.1043
H 0.59389 0.63496 -1.49949 0.2162 -0.1178 0.5262
H -3.98884 3.40751 0.28173 -0.2147 -0.1649 0.3017
H 5.11692 -2.08566 -0.20833 -0.1228 -0.2450 -0.5682
H -2.80292 4.58035 0.70062 0.2233 -0.0003 0.1512
H 3.06619 -2.99688 -0.71750 -0.3291 -0.9558 0.0105
H 3.94561 -0.13874 -2.43878 -0.2887 0.0264 0.0065
H -3.39704 -2.02263 2.67106 -0.3505 -0.6366 -0.2372
H 1.95103 0.25821 4.73186 -0.0335 0.1335 -0.0846
H -0.37641 1.57192 1.59968 0.1776 -0.0763 -0.0323
H 0.47155 3.68243 -3.49658 0.1610 -0.1665 0.2980
H -2.52440 -0.70573 2.05345 -0.0217 0.2973 -0.2228


[2]
57
Properties=species:S:1:pos:R:3:forces:R:3 method="wB97M-V/def2-TZVPD" e_above_lowest_ev=0.3421 lumo_ev=0.3 energy_ev=-25562.2373 e_homo_ev=-7.30 homo_lumo_gap_ev=7.606
O -26.16309 11.94319 -14.50496 0.1742 0.1155 0.2715
O -27.60626 14.26324 -15.10488 1.2196 0.2333 0.0919
O -24.69677 14.25141 -16.70864 -0.2423 0.0498 -0.1344
O -24.64433 14.12501 -13.82074 0.0178 -0.2025 0.5188
O -25.41227 17.02010 -15.43758 -0.3270 -0.1817 -0.0763
C -26.00935 9.72825 -13.66327 0.6765 0.0620 0.4866
C -26.63245 17.61657 -15.94068 -0.1055 0.9493 -0.4736
C -27.91727 10.42935 -15.11836 -0.1024 -0.2560 0.3912
C -23.57252 14.12696 -12.87496 0.1989 0.0007 -0.4706
C -22.51298 13.14596 -13.36115 0.2191 -0.2160 -0.0219
C -23.89127 14.87626 -17.69576 0.8018 -0.2440 -0.8056
C -23.04812 15.53961 -12.74472 0.5289 0.0733 -0.3366
C -22.42317 14.84676 -17.26486 -0.5026 0.8669 0.5925
C -28.44412 14.57249 -14.05002 0.2560 0.3217 -0.0075
C -26.95090 10.86857 -13.99823 -0.2433 -0.4453 -1.3523
C -24.05851 14.20310 -19.05926 -0.0021 -0.4686 0.1612
C -26.59712 19.11976 -15.65355 -0.1361 -0.5223 -0.3615
C -27.87862 14.26170 -12.65655 0.3571 -0.6049 -0.1722
C -26.71476 17.32856 -17.43656 0.3786 0.2655 0.4503
Li -25.79712 15.10604 -15.25601 -0.3638 -0.6945 0.2885
H -22.27609 15.56005 -11.97361 -0.2373 0.1868 0.2201
H -24.21863 15.91127 -17.75846 -0.1673 0.0297 0.1729
H -26.61407 19.23324 -14.56965 0.0826 0.4781 -0.0467
H -29.40514 14.06075 -14.21433 -0.1829 0.0700 0.4052
H -27.45004 19.61770 -16.11555 -0.2015 -0.0904 0.3021
H -23.53948 13.23795 -19.04227 -0.0861 -0.0384 0.0394
H -24.89945 17.69789 -14.99203 0.0497 -0.0964 0.1074
H -22.22868 13.36420 -14.39233 -0.1069 0.0917 -0.0239
H -23.83424 16.27115 -12.56321 -0.0589 -0.1287 0.3272
H -28.57992 14.50946 -11.85716 -0.0822 -0.1008 -0.0072
H -26.76260 12.64165 -14.87760 -0.2873 0.4629 0.2301
H -21.59165 13.14571 -12.77313 -0.1443 0.1259 0.1795
H -22.03538 13.82978 -17.23503 0.1221 0.0029 -0.0966
H -25.10463 13.99789 -19.28840 -0.0235 0.1906 0.0109
H -26.69608 16.25441 -17.61307 -0.1520 0.0017 -0.1607
H -26.51675 8.76762 -13.60841 -0.0941 0.0073 -0.0699
H -23.92395 13.77560 -11.89893 -0.2120 0.1391 0.0126
H -27.58547 13.20640 -12.60087 -0.2422 0.0674 0.2014
H -28.66109 15.66140 -13.96350 -0.2424 0.0005 -0.4537
H -27.43096 10.47884 -16.09171 0.0395 0.2238 -0.0041
H -26.94725 14.80721 -12.47350 -0.1044 0.1934 -0.1365
H -25.03915 13.22532 -13.80672 -0.2648 0.2177 -0.2379
H -23.60639 14.75607 -19.88214 -0.0468 0.2505 0.1219
H -27.48621 17.20290 -15.39940 0.1196 -0.3420 -0.0632
H -28.81191 11.05157 -15.09403 0.0582 0.0762 -0.3008
H -25.84191 17.80082 -17.89663 0.0421 -0.1721 -0.1137
H -22.53030 15.86745 -13.65358 -0.1510 -0.2175 -0.1472
H -27.58822 17.79780 -17.88664 -0.1877 -0.2412 0.0959
H -22.91768 12.13166 -13.32874 0.0206 -0.0011 -0.0706
H -28.22598 9.38839 -14.99263 -0.1059 0.0691 0.1714
H -21.80597 15.51265 -17.86938 0.0408 -0.3301 -0.3188
H -27.57525 11.19403 -13.16312 0.2898 -0.0415 0.2931
H -25.45565 9.84174 -12.72490 -0.2567 0.2617 0.0714
H -25.22254 9.68690 -14.42056 -0.2461 -0.1332 -0.2305
H -25.73029 19.58740 -16.12835 0.2214 -0.0943 0.2937
H -22.38585 15.28599 -16.26265 0.1130 -0.2755 0.0780
H -24.45137 13.32026 -16.63663 -0.1188 0.0536 0.1078


[3]
53
Properties=species:S:1:pos:R:3:forces:R:3 method="wB97M-V/def2-TZVPD" lumo_ev=-3.8 total_charge=+1 energy_ev=-25889.8200 e_homo_ev=-12.89 homo_lumo_gap_ev=9.122
P -2.62427 -1.64222 1.38743 0.7621 -0.3139 -0.1581
N -1.11670 -2.31603 1.57854 -0.5947 0.8657 0.1938
C -0.01889 -1.30257 1.33713 -0.0256 -0.6112 0.1676
C -4.74101 3.02203 1.68070 -0.0233 -0.0143 -0.0674
C -1.92920 3.21502 0.30958 0.0274 0.0242 0.1219
C -3.48169 2.26308 2.10042 0.0510 -0.0058 0.1146
C 1.33710 -1.96420 1.44510 0.0374 0.3629 -0.3479
C -4.87899 4.41098 2.30092 -0.0192 -0.0166 0.0994
C 2.77931 -3.06289 -2.38384 -0.0372 0.0838 0.1066
C 1.67304 -2.03468 -2.60435 -0.0109 -0.1258 -0.0363
C 5.11818 -1.85388 -4.03950 0.0727 -0.0409 0.0270
C 4.73046 -1.39780 -2.63367 -0.0236 0.0327 -0.0092
C 4.04994 -2.46746 -1.77778 0.0026 -0.0173 -0.0104
C 6.12140 -3.00403 -4.05090 -0.0738 0.0445 -0.0430
C -2.16110 2.97032 1.79843 0.0141 -0.1071 -0.1470
C -4.96982 4.39236 3.82450 0.0262 0.0244 -0.0877
H 4.08236 -0.51976 -2.71005 -0.0067 -0.0052 0.0071
H 5.62950 -1.05902 -2.11096 0.0145 -0.0004 -0.0013
H -2.11547 3.91712 2.33848 -0.0128 0.0070 0.0304
H 1.97856 -1.25111 -3.29724 0.0023 0.0247 0.0103
H 0.77985 -2.50717 -3.01619 -0.0209 0.0216 0.0043
H 7.03923 -2.72270 -3.53169 0.0070 -0.0170 0.0247
H 2.04747 -1.23818 1.81352 0.2538 0.0860 0.2350
H -3.12790 -1.14703 2.59153 -0.3488 0.0375 -0.1003
H -0.11032 -0.47599 2.03020 -0.0778 0.2503 0.2250
H -5.09310 5.40106 4.21644 -0.0143 0.0033 0.0209
H -3.47995 1.28980 1.58737 -0.0420 -0.0062 -0.0498
H -1.05989 -2.66642 2.53339 0.2936 -0.3898 -0.1525
H -2.49138 -0.58321 0.50146 -0.0885 0.1442 -0.0552
H -2.69887 3.85566 -0.11917 -0.0167 -0.0053 -0.0181
H -5.77894 4.87705 1.89620 -0.0016 0.0185 -0.0201
H 1.67350 -2.24051 0.45677 0.1224 -0.3942 -0.1778
H -3.51228 -2.53839 0.79984 -0.1841 -0.0484 0.2116
H 5.54782 -1.00218 -4.57098 -0.0128 0.0111 -0.0189
H -4.07108 3.97466 4.28153 0.0047 0.0008 0.0145
H 1.39701 -1.55561 -1.65910 0.0153 0.0690 -0.0279
H 5.72161 -3.89691 -3.56816 0.0052 -0.0119 0.0084
H -0.15674 -0.93615 0.33147 -0.1232 0.2261 -0.3007
H -0.96875 3.70066 0.14067 0.0128 -0.0109 -0.0278
H 4.75512 -3.27611 -1.57301 0.0119 -0.0006 -0.0004
H 3.80848 -2.02850 -0.80244 0.0004 0.0004 0.0028
H -3.52860 2.04077 3.17098 -0.0199 0.0024 -0.0019
H -1.33906 2.36170 2.19028 0.0168 0.0363 0.0444
H -1.92873 2.27335 -0.24848 -0.0271 0.0082 -0.0307
H -5.61548 2.42352 1.95418 -0.0083 0.0065 0.0160
H -4.76943 3.11174 0.59167 0.0204 -0.0037 -0.0032
H -5.82441 3.79916 4.15537 0.0051 -0.0195 0.0176
H 3.00874 -3.55676 -3.32995 0.0187 -0.0097 -0.0094
H 1.33788 -2.83420 2.08440 0.0034 -0.1830 0.2495
H -4.04581 5.04651 1.99044 0.0065 -0.0026 -0.0278
H 6.38593 -3.27720 -5.07215 0.0244 -0.0066 -0.0020
H 2.40959 -3.84687 -1.71656 -0.0002 -0.0379 -0.0217
H 4.22579 -2.14079 -4.60274 -0.0186 0.0135 0.0012